Below is 2 unconnected molecules or ions with the total composition C9H15NO2 at a distorted geometry, with properties calculated with wB97M-V/def2-TZVPD.

Element x y z (Å)
C 0.86 -0.27 2.65
C -1.02 -0.87 -0.10
C 2.12 0.15 -0.67
C 1.35 0.58 0.51
C 1.72 1.60 -0.50
C 0.64 2.15 -1.42
C 2.77 2.62 -0.10
C -3.77 -2.21 -0.42
C -2.55 -2.64 0.37
N 1.37 0.53 1.80
O -0.96 -1.05 -1.29
O -1.73 -1.51 0.79
H 1.08 -0.11 3.69
H 0.17 -1.06 2.36
H 3.15 -0.15 -0.54
H 1.58 -0.43 -1.41
H 1.09 2.50 -2.34
H 0.12 2.98 -0.95
H -0.08 1.37 -1.65
H 2.29 3.47 0.39
H 3.30 2.98 -0.98
H 3.48 2.18 0.59
H -3.47 -1.69 -1.33
H -4.34 -3.10 -0.70
H -4.40 -1.55 0.17
H -1.92 -3.30 -0.23
H -2.83 -3.14 1.30

ΔE to the lowest compared entry with this formula, charge and spin: 120.0 kcal/mol
E_tot: -556.9882 a.u.
E_HOMO (spin up / spin down): -8.31 / -6.70 eV
Charge: 0

Here is what Löwdin gives for the atomic charges, in e: 0.007, -0.277, -0.017, -0.224, -0.466, -0.031, -0.034, -0.069, -0.204, 0.049, 0.044, -0.055, 0.064, 0.061, 0.110, 0.097, 0.084, 0.083, 0.061, 0.082, 0.081, 0.080, 0.072, 0.079, 0.079, 0.123, 0.121